*A*
Formula: C2H3N3O3
Source: the OMol25 dataset
Level of theory: ωB97M-V with the def2-TZVPD basis set

Its structure (SMILES) is [H]/N=c1\[nH]c(=O)on1O. As for the HOMO-LUMO gap: 9.37 eV.

Each line ends with the Löwdin charge.
Element x y z (Å)
1 H -1.838 -2.151 -0.511  0.044
2 N -1.933 -1.108 -0.351  0.084
3 C -0.682 -0.492 -0.022  -0.170
4 N 0.740 -0.984 0.310  0.177
5 C 1.666 0.097 -0.020  -0.330
6 O 2.974 0.140 -0.271  0.005
7 O 0.925 1.262 -0.291  0.052
8 N -0.446 0.962 -0.402  -0.181
9 O -1.169 1.992 0.031  -0.042
10 H 0.918 -1.931 0.317  0.101
11 H -1.155 2.211 1.210  0.260

---

*B*
Formula: C2H3N3O3
Source: the OMol25 dataset
Level of theory: ωB97M-V with the def2-TZVPD basis set

As for the HOMO-LUMO gap: 8.14 eV.

Each line ends with the Löwdin charge.
Element x y z (Å)
1 C 0.483 2.286 -1.207  -0.376
2 C -0.471 -0.506 0.799  -0.574
3 N -1.425 0.450 2.733  0.215
4 N -0.981 -0.009 1.841  -0.020
5 N 0.445 1.178 -0.761  0.178
6 O 0.070 3.199 -1.798  0.153
7 O -1.227 -0.911 -0.256  0.060
8 O 0.813 -0.940 0.847  0.070
9 H 1.020 0.410 -0.349  0.094
10 H -0.801 -0.492 -1.052  0.109
11 H 0.836 -1.811 0.542  0.091

---

Bottom line: *B*, by a margin of 63.4 kcal/mol.

---

*A*
Formula: C4H8BrNO3
Source: the OMol25 dataset
Level of theory: ωB97M-V with the def2-TZVPD basis set

Its structure (SMILES) is C/C(O)=C(\C)[N+](=O)[O-].Br. As for the HOMO-LUMO gap: 9.21 eV.

Each line ends with the Löwdin charge.
Element x y z (Å)
1 C -0.957 0.163 -1.029  -0.006
2 C 0.464 0.041 -0.809  -0.358
3 O 1.097 0.040 -2.009  0.050
4 C 1.113 -0.227 0.359  -0.234
5 C 0.253 -0.441 1.553  -0.050
6 N 2.459 -0.610 0.402  -0.318
7 O 2.976 -0.987 1.460  0.069
8 O 3.100 -0.564 -0.677  0.015
9 H -1.186 -0.750 -1.646  0.136
10 H -1.611 0.079 -0.145  0.093
11 H -1.060 1.131 -1.422  0.078
12 H 2.080 -0.196 -1.990  0.120
13 H 0.857 -0.592 2.424  0.062
14 H -0.139 0.477 2.019  0.087
15 H -0.533 -1.281 1.360  0.131
16 Br 1.174 3.290 0.266  0.341
17 H 1.103 4.574 -0.494  -0.215

---

*B*
Formula: C4H8BrNO3
Source: the OMol25 dataset
Level of theory: ωB97M-V with the def2-TZVPD basis set

Its structure (SMILES) is [O-]/[N+](O)=C/CO.C=CBr. As for the HOMO-LUMO gap: 9.21 eV.

Each line ends with the Löwdin charge.
Element x y z (Å)
1 O 1.291 -1.805 -0.014  -0.008
2 N 1.247 -0.699 0.478  -0.316
3 O 1.440 -0.521 1.857  0.097
4 C 0.831 0.399 -0.130  -0.079
5 C 0.854 1.688 0.486  -0.280
6 O 0.277 2.588 -0.442  -0.113
7 H 1.351 -1.352 2.226  0.075
8 H 0.803 0.261 -1.156  0.122
9 H 0.407 1.681 1.512  0.128
10 H 2.061 2.078 0.562  0.187
11 H -0.441 3.188 -0.002  0.146
12 C -1.389 -1.937 -0.914  -0.108
13 C -1.882 -0.746 -1.091  -0.679
14 Br -2.806 0.259 0.225  0.668
15 H -1.637 -2.365 0.066  0.071
16 H -0.818 -2.389 -1.669  0.058
17 H -1.587 -0.330 -1.993  0.031

---

Bottom line: *A*, by a margin of 43.6 kcal/mol.

---

*A*
Formula: H12O6
Source: the OMol25 dataset
Level of theory: ωB97M-V with the def2-TZVPD basis set

As for the net charge: +1. As for the HOMO-LUMO gap (spin up / spin down): 12.44 / 2.52 eV. Its spin multiplicity is 2.

Each line ends with the Löwdin spin population.
Element x y z (Å)
1 O 18.018 -12.000 7.419  0.111
2 H 18.291 -12.472 6.633  0.000
3 H 18.740 -12.124 8.036  0.001
4 O 20.769 -14.409 9.271  0.014
5 H 20.453 -13.506 9.300  0.000
6 H 20.453 -14.800 10.086  0.000
7 O 16.374 -10.313 5.965  0.210
8 H 15.613 -10.800 5.650  0.002
9 H 16.822 -10.920 6.553  0.001
10 O 19.364 -15.860 7.652  0.637
11 H 18.900 -15.379 6.967  0.007
12 H 19.851 -15.188 8.130  0.009
13 O 19.468 -11.817 9.601  -0.001
14 H 18.659 -12.028 10.068  0.000
15 H 19.662 -10.914 9.851  0.000
16 O 19.241 -13.598 5.576  0.009
17 H 18.536 -13.765 4.951  0.000
18 H 20.044 -13.699 5.065  0.000

---

*B*
Formula: H12O6
Source: the OMol25 dataset
Level of theory: ωB97M-V with the def2-TZVPD basis set

As for the net charge: +1. As for the HOMO-LUMO gap (spin up / spin down): 10.94 / 2.97 eV. Its spin multiplicity is 2.

Each line ends with the Löwdin spin population.
Element x y z (Å)
1 O 2.038 3.005 -0.565  0.685
2 H 2.615 2.403 -0.094  0.008
3 H 1.286 2.469 -0.818  0.003
4 O -0.853 -2.389 0.895  0.001
5 H -1.736 -2.622 0.608  0.000
6 H -0.898 -1.450 1.073  0.000
7 O -1.898 -0.393 -1.116  0.000
8 H -2.235 -1.240 -0.827  0.000
9 H -2.215 -0.302 -2.015  0.000
10 O 3.457 -1.008 0.767  0.059
11 H 2.703 -1.576 0.927  0.000
12 H 4.022 -1.140 1.528  0.001
13 O 0.732 0.377 -0.657  0.231
14 H -0.221 0.434 -0.723  0.004
15 H 0.917 -0.563 -0.669  0.002
16 O -2.707 1.696 0.519  0.007
17 H -2.718 0.987 -0.124  0.000
18 H -2.291 1.314 1.291  0.000

---

Bottom line: *A*, by a margin of 17.9 kcal/mol.

---

*A*
Formula: C2H6N4O
Source: the OMol25 dataset
Level of theory: ωB97M-V with the def2-TZVPD basis set

Its structure (SMILES) is [H]/N=C(\N)O/C(N)=N/[H]. As for the HOMO-LUMO gap: 10.04 eV.

Each line ends with the Löwdin charge.
Element x y z (Å)
1 H 1.817 0.312 1.340  0.057
2 N 1.095 0.062 0.677  0.107
3 C -0.114 0.335 1.002  -0.594
4 N -0.577 0.913 2.146  0.160
5 O -1.019 0.226 0.032  0.041
6 C -0.277 -0.179 -1.221  -0.497
7 N 0.112 -1.494 -1.221  0.127
8 N -0.385 0.640 -2.164  0.153
9 H -0.053 0.291 -3.055  0.054
10 H -1.488 1.337 2.114  0.103
11 H 0.089 1.268 2.808  0.102
12 H 0.479 -1.816 -0.336  0.085
13 H 0.321 -1.893 -2.121  0.102

---

*B*
Formula: C2H6N4O
Source: the OMol25 dataset
Level of theory: ωB97M-V with the def2-TZVPD basis set

Its structure (SMILES) is [H]/N=C(N)/C(O)=N/N. As for the HOMO-LUMO gap: 9.46 eV.

Each line ends with the Löwdin charge.
Element x y z (Å)
1 H -0.006 2.824 0.552  0.054
2 N 0.123 2.014 -0.051  0.126
3 C -0.052 0.996 0.651  -0.403
4 N -0.460 0.948 2.039  0.148
5 C 0.040 -0.282 -0.101  -0.437
6 O -0.571 -1.387 0.323  0.081
7 N 0.603 -0.089 -1.208  0.007
8 N 0.603 -1.140 -2.216  -0.030
9 H -0.443 0.051 2.331  0.026
10 H -0.692 1.776 2.519  0.078
11 H -0.080 -2.082 -0.192  0.129
12 H -0.458 -1.330 -2.469  0.122
13 H 1.059 -0.816 -3.138  0.099

---

Bottom line: *A*, by a margin of 41.5 kcal/mol.

---

*A*
Formula: C2H5NO
Source: the OMol25 dataset
Level of theory: ωB97M-V with the def2-TZVPD basis set

Its structure (SMILES) is [NH3+][O-].C#C. As for the HOMO-LUMO gap: 9.14 eV.

Each line ends with the Löwdin charge.
Element x y z (Å)
1 N 1.337 0.356 -0.201  -0.132
2 O 1.090 -0.371 -1.312  -0.317
3 H 0.795 1.265 -0.093  0.148
4 H 0.927 -0.122 0.610  0.093
5 H 2.346 0.541 -0.034  0.150
6 C -1.426 -0.795 0.638  0.008
7 C -1.716 0.051 -0.191  0.022
8 H -1.070 -1.667 1.194  0.047
9 H -2.282 0.743 -0.611  -0.020

---

*B*
Formula: C2H5NO
Source: the OMol25 dataset
Level of theory: ωB97M-V with the def2-TZVPD basis set

Its structure (SMILES) is CNC=O. As for the HOMO-LUMO gap: 10.94 eV.

Each line ends with the Löwdin charge.
Element x y z (Å)
1 C -1.041 0.180 0.313  -0.104
2 N 0.173 0.428 -0.473  -0.057
3 C 1.355 -0.238 -0.103  -0.339
4 O 1.421 -1.085 0.756  0.030
5 H -0.753 -0.238 1.272  0.073
6 H -1.582 1.127 0.419  0.077
7 H -1.726 -0.528 -0.178  0.084
8 H -0.130 0.225 -1.409  0.107
9 H 2.282 0.130 -0.596  0.128

---

Bottom line: *B*, by a margin of 117.6 kcal/mol.

---

*A*
Formula: C26H28BrF3IrNO9SSe2
Source: the OMol25 dataset
Level of theory: ωB97M-V with the def2-TZVPD basis set

As for the net charge: +1. As for the HOMO-LUMO gap (spin up / spin down): 4.47 / 4.76 eV. Its spin multiplicity is 2.

Each line ends with the Löwdin spin population.
Element x y z (Å)
1 Ir -0.320 -0.910 0.016  0.987
2 C -0.033 -2.075 4.163  -0.023
3 Se -0.834 -0.899 2.825  -0.276
4 C -2.433 -2.060 2.539  -0.022
5 C -3.738 -1.297 2.496  -0.004
6 Se -3.663 0.461 1.618  -0.001
7 C -5.097 1.217 2.741  0.000
8 H 0.190 -3.053 3.745  -0.005
9 H -0.716 -2.184 5.003  -0.006
10 H 0.885 -1.599 4.491  0.000
11 H -2.469 -2.779 3.360  -0.002
12 H -2.266 -2.611 1.614  -0.004
13 H -4.090 -1.081 3.508  0.000
14 H -4.502 -1.872 1.964  0.000
15 H -6.022 0.672 2.566  0.000
16 H -5.243 2.259 2.466  0.000
17 H -4.823 1.159 3.792  0.000
18 C -0.083 2.860 -6.032  0.000
19 O -0.597 3.700 -5.018  -0.002
20 C -0.639 3.267 -3.757  0.001
21 C -1.150 4.196 -2.816  0.031
22 C -1.237 3.859 -1.495  -0.004
23 C -0.842 2.601 -1.006  0.031
24 C -0.950 2.293 0.389  0.000
25 C -1.140 3.432 1.362  0.004
26 O -0.918 1.158 0.892  0.068
27 C -0.322 1.638 -1.954  0.013
28 O 0.125 0.497 -1.652  0.122
29 C -0.240 2.026 -3.320  0.016
30 H -0.161 3.436 -6.952  0.000
31 H -0.671 1.944 -6.125  0.000
32 H 0.964 2.611 -5.840  0.000
33 H -1.462 5.164 -3.170  0.001
34 H -1.658 4.576 -0.809  -0.001
35 H -0.436 4.233 1.158  0.000
36 H -0.981 3.053 2.369  0.000
37 H -2.156 3.813 1.283  0.000
38 H 0.175 1.285 -3.983  0.000
39 O 3.649 1.132 -0.586  -0.001
40 C 4.224 1.152 0.611  0.000
41 C 5.535 1.650 0.693  -0.001
42 C 6.202 1.682 1.895  0.001
43 C 5.586 1.217 3.053  0.000
44 C 4.289 0.740 2.999  -0.001
45 C 3.594 0.706 1.795  -0.010
46 C 2.186 0.185 1.769  -0.006
47 O 1.619 -0.132 2.817  -0.040
48 O 1.682 0.094 0.604  -0.037
49 H 2.744 0.741 -0.492  0.000
50 H 5.990 1.996 -0.221  0.000
51 H 7.207 2.070 1.938  0.000
52 H 6.117 1.234 3.991  0.000
53 H 3.793 0.386 3.890  0.000
54 F -2.319 -3.338 -3.251  0.000
55 C -2.353 -2.088 -2.802  -0.002
56 F -3.196 -1.381 -3.542  0.000
57 F -1.126 -1.576 -2.960  -0.003
58 S -2.734 -2.042 -0.978  0.002
59 O -1.620 -2.822 -0.431  0.054
60 O -4.029 -2.577 -0.748  0.022
61 O -2.582 -0.629 -0.635  0.097
62 Br 1.508 -6.522 -2.586  0.000
63 C 1.445 -4.900 -1.629  0.000
64 C 1.167 -4.897 -0.268  -0.001
65 C 1.054 -3.677 0.371  0.003
66 N 1.188 -2.517 -0.266  -0.005
67 C 1.528 -2.523 -1.555  -0.001
68 C 1.678 -3.691 -2.277  -0.001
69 H 1.044 -5.822 0.273  0.000
70 H 0.852 -3.624 1.432  0.001
71 H 1.673 -1.555 -2.017  -0.001
72 H 1.956 -3.662 -3.317  0.000

---

*B*
Formula: C26H28BrF3IrNO9SSe2
Source: the OMol25 dataset
Level of theory: ωB97M-V with the def2-TZVPD basis set

As for the net charge: +1. As for the HOMO-LUMO gap (spin up / spin down): 7.31 / 4.43 eV. Its spin multiplicity is 2.

Each line ends with the Löwdin spin population.
Element x y z (Å)
1 Ir 0.611 0.347 -0.711  0.128
2 C -1.879 -4.560 -1.413  0.000
3 Se -1.445 -3.643 0.242  -0.001
4 C 0.440 -4.092 0.309  0.000
5 C 1.287 -3.540 -0.818  0.000
6 Se 2.010 -1.723 -0.777  -0.002
7 C 3.047 -1.873 0.854  0.000
8 H -1.803 -5.639 -1.309  0.000
9 H -1.246 -4.198 -2.220  0.000
10 H -2.902 -4.285 -1.660  0.000
11 H 0.507 -5.180 0.246  0.000
12 H 0.819 -3.822 1.293  0.000
13 H 0.803 -3.608 -1.789  0.000
14 H 2.230 -4.090 -0.880  0.000
15 H 3.743 -2.691 0.678  0.000
16 H 2.419 -2.084 1.711  0.000
17 H 3.604 -0.949 0.987  0.000
18 C -5.617 -1.693 1.292  0.000
19 O -5.685 -0.287 1.044  -0.028
20 C -4.581 0.335 0.636  -0.004
21 C -4.715 1.711 0.373  0.176
22 C -3.631 2.442 -0.049  0.018
23 C -2.362 1.869 -0.215  0.110
24 C -1.255 2.703 -0.625  0.019
25 C -1.452 4.166 -0.883  -0.001
26 O -0.089 2.292 -0.759  0.048
27 C -2.251 0.468 0.030  0.031
28 O -1.169 -0.230 -0.164  0.342
29 C -3.359 -0.285 0.449  0.121
30 H -6.612 -1.983 1.609  0.000
31 H -4.898 -1.912 2.083  0.000
32 H -5.349 -2.230 0.380  0.000
33 H -5.688 2.164 0.503  0.008
34 H -3.763 3.493 -0.258  -0.002
35 H -2.155 4.301 -1.707  0.000
36 H -0.499 4.610 -1.151  0.000
37 H -1.862 4.670 -0.008  0.000
38 H -3.207 -1.339 0.607  0.004
39 O 0.286 -0.924 4.673  0.000
40 C 1.140 0.105 4.593  0.000
41 C 1.709 0.565 5.784  0.000
42 C 2.591 1.621 5.764  0.000
43 C 2.934 2.254 4.565  0.000
44 C 2.379 1.807 3.390  0.000
45 C 1.482 0.729 3.379  0.000
46 C 0.897 0.223 2.130  0.000
47 O 1.302 0.879 1.043  0.007
48 O 0.093 -0.701 2.079  0.012
49 H -0.044 -1.111 3.771  0.000
50 H 1.434 0.072 6.706  0.000
51 H 3.023 1.966 6.695  0.000
52 H 3.624 3.085 4.566  0.000
53 H 2.627 2.286 2.454  0.000
54 F -0.777 -1.880 -5.411  0.000
55 C -0.596 -0.612 -5.056  0.000
56 F 0.687 -0.288 -5.277  0.000
57 F -1.366 0.168 -5.803  0.000
58 S -1.000 -0.384 -3.278  0.000
59 O -0.680 1.013 -2.998  0.000
60 O -2.362 -0.787 -3.131  0.001
61 O 0.004 -1.229 -2.593  0.006
62 Br 5.708 3.379 -3.765  0.001
63 C 4.323 2.483 -2.883  0.001
64 C 3.679 1.418 -3.494  0.000
65 C 2.669 0.780 -2.807  0.002
66 N 2.287 1.167 -1.582  0.000
67 C 2.908 2.201 -0.995  0.001
68 C 3.935 2.880 -1.611  0.000
69 H 3.950 1.084 -4.484  0.000
70 H 2.137 -0.057 -3.237  0.000
71 H 2.555 2.471 -0.011  0.000
72 H 4.417 3.704 -1.107  0.000

---

Bottom line: *B*, by a margin of 110.9 kcal/mol.